A 2-piece molecular cluster, C32H53BBr2F3IN3O6S overall in a non-equilibrium geometry, computed with ωB97M-V with the def2-TZVPD basis set.

Geometry as XYZ:
```
102
Properties=species:S:1:pos:R:3:forces:R:3
C -1.1867 -2.7283 2.9088 0.039 0.627 -0.164
C -1.9408 -2.3409 1.6262 0.330 -2.597 0.280
O -1.8346 -1.0215 1.1592 0.516 1.042 -0.044
C -2.7681 -0.0026 1.1181 -0.307 -0.269 2.720
C -4.1525 -0.4862 1.6110 -0.018 -0.451 -0.038
C -4.3459 -0.9486 3.0754 -1.305 -1.366 -0.139
C -5.4506 -2.0793 3.0667 0.345 -0.037 0.034
S -4.7967 -3.7125 3.5999 -0.048 -0.153 -0.009
C -2.1711 1.1212 2.0592 1.243 0.034 0.702
C -1.4305 0.5145 3.3174 -0.135 0.928 1.001
N -0.7331 1.5805 4.0647 0.162 -0.529 0.111
C 0.3078 0.9796 4.9314 -0.250 1.092 0.119
C -3.2085 2.1413 2.6384 0.716 1.202 -0.175
F -2.6178 3.3188 2.7741 0.374 0.635 -0.184
F -3.6415 1.8644 3.8619 -0.560 -0.903 0.303
F -4.2809 2.3771 1.8607 -0.540 -0.479 -0.371
O -1.1103 1.8883 1.5233 -0.966 -0.322 -0.912
C -0.6918 1.7455 0.1637 0.668 -0.542 0.305
C 0.4547 0.6926 0.0542 0.504 0.365 -0.650
C 1.4309 0.6774 1.2534 0.122 -0.619 -0.345
C 2.9078 0.6040 0.7787 -0.891 -0.926 0.559
C 3.2761 -0.8789 0.4677 0.451 0.635 -0.381
N 4.3204 -1.3679 1.3858 -0.557 -0.310 0.249
C 4.1550 -2.7817 1.7318 0.456 -0.530 -0.333
C 5.6266 -1.1360 0.8102 0.089 1.889 1.900
C 6.4573 -0.0205 1.4473 -0.655 -0.445 -0.200
O 6.0739 -1.7552 -0.0830 0.451 -1.551 -1.746
B 0.1460 3.1156 -0.0695 -0.059 0.860 -0.155
O 0.2775 4.0089 0.9579 0.306 -0.796 0.277
O 0.7659 3.4300 -1.2630 -0.887 -0.497 -0.057
C 0.5401 4.7660 -1.7402 0.944 0.022 -0.615
C -1.9155 1.6136 -0.7690 0.675 2.666 -0.866
C -2.6437 2.9919 -0.5829 -1.023 0.177 0.507
C -1.5596 1.6529 -2.2858 0.683 -0.605 -0.614
C -0.4767 0.7527 -2.9416 0.483 -0.267 -1.077
C 0.7046 1.5174 -3.6102 -0.423 -0.331 -0.219
I 0.8324 0.9982 -5.7209 -0.172 0.403 0.358
N -2.8351 0.4567 -0.3926 -0.609 -1.851 -0.606
Br -2.2986 -1.1574 -1.3872 0.225 -0.011 -0.133
C -4.2396 0.6213 -0.9402 -0.181 1.998 -1.594
C -4.9948 -0.5413 -1.6105 0.970 1.233 -1.475
O -5.6279 -1.3528 -1.1057 -1.611 -2.146 2.195
Br -5.1003 -0.5523 -3.5926 0.420 0.601 0.403
H -1.5085 -2.1754 3.7895 0.055 -0.038 0.002
H -1.3856 -3.7841 3.0965 -0.076 0.030 -0.097
H -0.1068 -2.6216 2.7810 -0.052 0.153 0.073
H -2.9239 -2.8084 1.7142 -0.417 0.906 -0.138
H -1.4633 -2.9787 0.8671 -0.064 0.447 -0.280
H -4.9701 0.2143 1.4596 0.308 0.083 -0.360
H -4.3676 -1.3761 1.0138 -0.032 0.206 -0.216
H -3.5010 -1.4248 3.5573 0.278 0.431 -0.056
H -4.8045 -0.2060 3.7214 0.651 0.492 -0.125
H -6.2129 -1.8623 3.8130 0.062 0.044 0.026
H -5.9805 -2.1413 2.1150 0.115 -0.138 0.022
H -4.7199 -4.4502 2.4707 -0.184 0.485 -0.008
H -2.0984 0.0316 4.0347 -0.071 -0.551 -0.539
H -0.6066 -0.1066 2.9939 -0.445 -0.430 -0.397
H -1.3706 2.0184 4.7219 -0.118 0.190 -0.330
H 0.9440 1.8057 5.2619 0.060 -0.161 0.035
H -0.1409 0.5534 5.8373 0.291 -0.474 -0.172
H 0.9444 0.2835 4.3862 -0.192 -0.142 0.056
H 1.0719 1.0116 -0.7973 -0.239 0.046 -0.033
H 0.1403 -0.3052 -0.2519 -0.207 -0.038 0.486
H 1.2587 1.4761 1.9779 -0.118 0.110 -0.254
H 1.2616 -0.2726 1.7730 -0.103 0.271 0.360
H 3.0641 1.2325 -0.1006 0.170 0.193 0.226
H 3.5140 0.8969 1.6353 0.262 0.246 -0.313
H 3.6091 -0.9605 -0.5782 -0.039 -0.156 0.092
H 2.4091 -1.5356 0.5642 -0.007 0.107 0.084
H 4.7735 -3.0479 2.5923 0.040 0.193 -0.041
H 4.4661 -3.4319 0.9019 -0.193 -0.040 0.080
H 3.1273 -3.0232 2.0026 -0.040 0.286 -0.070
H 5.8566 0.5931 2.1143 0.125 0.062 -0.035
H 7.2444 -0.5210 2.0151 0.050 0.159 0.007
H 6.9030 0.5510 0.6348 0.125 0.083 0.174
H 1.1980 4.3141 0.9641 -0.388 0.511 0.015
H -0.5059 5.0759 -1.7091 0.048 -0.075 0.321
H 1.1907 5.4748 -1.2269 -0.273 0.079 0.134
H 0.8486 4.7767 -2.7885 -0.040 -0.044 0.070
H -3.7043 3.0043 -0.8465 0.124 -0.156 0.066
H -2.2305 3.7563 -1.2356 0.352 -0.272 -0.092
H -2.5736 3.4046 0.4234 0.063 -0.296 -0.026
H -1.1990 2.6484 -2.5301 -0.113 0.158 0.571
H -2.4536 1.5898 -2.9164 -0.200 -0.228 0.396
H -0.0313 -0.0433 -2.3534 -0.213 0.224 0.312
H -0.9412 0.2257 -3.7770 -0.306 -0.095 0.293
H 0.5843 2.5941 -3.5979 0.102 -0.042 0.034
H 1.6674 1.2289 -3.1997 0.001 0.199 0.030
H -4.8775 1.2140 -0.2869 0.034 -0.618 0.519
H -4.1786 1.3044 -1.7913 0.601 -0.062 0.127
C 4.1101 -2.2634 -4.6714 -0.016 -0.008 -0.047
C 3.5087 -1.6645 -5.7709 0.008 0.040 0.081
C 3.7820 -2.1299 -7.0497 -0.010 -0.015 0.003
C 4.6488 -3.1994 -7.2286 -0.006 0.002 -0.004
C 5.2469 -3.7997 -6.1288 0.003 -0.002 -0.012
C 4.9811 -3.3296 -4.8501 -0.005 -0.023 0.041
H 3.9006 -1.8985 -3.6724 0.026 -0.004 -0.003
H 2.8262 -0.8326 -5.6310 0.235 -0.230 -0.028
H 3.3185 -1.6591 -7.9083 0.003 -0.009 0.008
H 4.8585 -3.5651 -8.2259 0.004 0.005 0.014
H 5.9220 -4.6345 -6.2688 -0.002 0.018 0.002
H 5.4522 -3.7942 -3.9928 0.000 0.010 -0.011
```
Positions in Å, forces in eV/Å.

The LUMO energy is -4.941 eV. As for the orbital gap: 5.72 eV. The calculation puts the strongest force on any atom at 3.47 eV Å⁻¹. The charge is +1.